Computed, not measured: 2 unconnected molecules or ions with the total composition C5H15N4O at a distorted geometry, with the ωB97M-V functional and the def2-TZVPD basis.

The geometry in XYZ format:
```
25
C5H15N4O, DFT the ωB97M-V functional and the def2-TZVPD basis
C -0.31614 -1.32572 2.02334
C -0.64509 0.09854 2.55056
C 0.79562 -1.35106 1.02018
O 0.52808 -1.65452 -0.15266
N 2.09644 -1.19831 1.34110
H 0.03874 -1.82443 2.93066
H -1.16051 -1.81517 1.55170
H -1.52605 0.05605 3.19096
H 2.78885 -1.77693 0.91677
H 2.33454 -1.06383 2.31515
H -0.79348 0.80109 1.73895
H 0.12704 0.35781 3.24233
C -2.13675 0.56117 -1.55088
C 0.25340 0.82590 -1.80190
N -0.75680 0.04632 -1.55873
N 0.12241 2.19185 -1.89552
N 1.49327 0.34434 -1.75372
H -0.53422 -0.82811 -1.08230
H 0.93922 2.76162 -1.73037
H -0.30346 2.59081 -2.72931
H 1.66065 -0.64382 -1.60315
H 2.30711 0.78049 -2.13814
H -2.30937 0.88591 -0.54073
H -2.83520 -0.14460 -1.98123
H -2.16830 1.32460 -2.30306
```

- Gap between HOMO and LUMO: 0.41545 Eh
- Calculated total energy: -493.5870 Ha
- Relative energy (zero: lowest compared OMol25 entry of this formula, charge and spin): 0.5226 eV
- HOMO energy: -13.86 eV
- Charge: +1
- Maximum force: 0.0366 Eh/bohr
- Spin multiplicity: 1